No. 1
{
  "formula": "C26H25CdN6O4S5",
  "method": "ωB97M-V with the def2-TZVPD basis set",
  "elements": ["Cd", "S", "S", "S", "S", "S", "O", "O", "O", "O", "N", "N", "N", "N", "N", "N", "C", "C", "C", "C", "C", "C", "C", "C", "C", "C", "C", "C", "C", "C", "C", "C", "C", "C", "C", "C", "C", "C", "C", "C", "C", "C", "H", "H", "H", "H", "H", "H", "H", "H", "H", "H", "H", "H", "H", "H", "H", "H", "H", "H", "H", "H", "H", "H", "H", "H", "H"],
  "xyz": [[-1.0839, 1.0756, 0.4516], [0.8743, 2.8084, 0.1392], [-1.6386, 2.3402, 2.6474], [-1.8546, -1.9843, -1.1075], [2.1209, 4.5341, 2.1944], [0.0717, 4.1581, 4.2209], [2.2010, 5.6748, 4.5741], [4.8271, -3.1768, 1.9670], [-1.0005, -5.4916, 3.9123], [-4.4570, 0.3967, -0.6266], [-1.0815, 0.7866, -2.0145], [-0.3994, -0.2249, -2.6372], [-1.0617, -0.8932, 2.0196], [0.9506, -0.5617, 0.2826], [-2.3156, 2.9406, -0.8037], [0.2799, -2.3850, -2.5913], [1.9601, -0.2822, -0.5368], [-1.2826, -4.2870, 4.6128], [-2.1425, -1.1116, 2.7510], [1.1566, -1.4213, 1.2696], [-3.4916, 0.2544, -0.0537], [1.5902, 4.9508, 3.8194], [3.4448, -1.7201, 0.6553], [-2.9385, 5.2402, -0.7998], [2.3955, -2.0144, 1.5058], [1.2462, -2.1473, -3.6376], [-1.9411, 4.2679, -2.7377], [-1.2319, 1.8674, -2.6979], [-2.8297, 3.9978, -0.1931], [-1.1991, -3.0724, 3.7259], [-1.8595, 3.0556, -2.0530], [3.2125, -0.8469, -0.3998], [-0.0273, -1.7240, 2.1285], [-0.6310, -1.4414, -2.1709], [-0.0598, -2.8257, 2.9734], [-0.7842, 2.0124, -4.1238], [-2.2631, -2.1914, 3.6109], [0.6572, -2.2266, -5.0420], [4.8186, -2.3015, 0.8509], [-2.4845, 5.3701, -2.0988], [-0.1739, 3.3156, 2.6939], [0.7744, 3.4886, 1.7528], [-1.4838, -5.4690, 3.0792], [-2.9449, -0.3915, 2.6443], [3.9995, -0.5843, -1.0962], [-2.5368, 6.3229, -2.6109], [-1.6133, 2.3363, -4.7568], [-0.0318, -3.3288, -2.4327], [-3.3521, 6.0763, -0.2538], [-0.5375, -4.2287, 5.4081], [-3.1251, 3.8417, 0.8385], [-1.5649, 4.3569, -3.7441], [-3.1746, -2.3382, 4.1758], [-0.3987, 1.0673, -4.4895], [1.4144, -2.0078, -5.7982], [-0.1528, -1.5046, -5.1424], [1.7443, 0.4227, -1.3284], [0.0022, 2.7677, -4.1995], [1.6747, -1.1580, -3.4778], [5.7315, -3.4578, 2.1251], [0.2548, -3.2215, -5.2428], [5.1085, -2.8360, -0.0620], [2.0516, -2.8772, -3.5182], [5.5288, -1.4799, 0.9966], [2.5549, -2.6742, 2.3433], [0.7736, -3.5119, 3.0248], [-2.2709, -4.3272, 5.0839]],
  "forces_ev_per_angstrom": [[0.62, 0.03, 0.04], [-0.04, 0.02, 0.17], [0.04, 0.02, -0.01], [-0.08, -0.07, -0.06], [0.02, 0.05, 0.00], [-0.01, 0.03, 0.01], [0.00, 0.05, 0.00], [0.00, -0.01, -0.01], [0.00, 0.00, -0.01], [0.40, -0.23, 0.21], [0.04, 0.11, -0.20], [-0.19, -0.11, 0.22], [-0.07, 0.01, 0.00], [0.03, 0.09, -0.04], [0.06, -0.16, -0.09], [-0.22, -0.03, 0.00], [-0.01, 0.01, 0.04], [0.01, 0.00, 0.02], [0.02, -0.02, 0.04], [-0.11, -0.10, 0.08], [-0.71, 0.33, -0.19], [0.04, -0.06, 0.04], [0.03, -0.02, 0.01], [-0.02, 0.00, 0.02], [0.00, 0.05, -0.05], [0.06, 0.05, -0.04], [-0.03, -0.01, 0.08], [-0.08, -0.02, 0.07], [0.00, 0.00, 0.05], [-0.02, 0.02, 0.01], [0.04, -0.06, -0.09], [0.00, -0.01, -0.02], [0.06, 0.00, -0.12], [0.30, 0.24, 0.09], [-0.04, -0.02, -0.01], [-0.01, -0.01, -0.03], [0.01, 0.02, -0.01], [-0.01, 0.00, -0.03], [-0.03, 0.01, -0.01], [0.02, -0.03, -0.03], [-0.18, -0.09, 0.01], [-0.03, -0.05, -0.18], [0.01, -0.01, -0.01], [0.00, 0.02, 0.01], [0.02, 0.00, 0.00], [0.00, 0.00, 0.00], [-0.01, -0.01, -0.01], [0.05, 0.00, 0.01], [0.00, 0.01, 0.00], [-0.01, 0.01, 0.00], [0.00, 0.00, 0.00], [0.01, 0.01, -0.04], [-0.01, -0.01, 0.00], [-0.01, -0.01, 0.02], [0.02, 0.01, 0.00], [-0.01, 0.02, 0.01], [0.02, 0.01, 0.01], [0.02, -0.01, 0.01], [0.00, -0.02, 0.01], [0.00, 0.00, 0.01], [-0.01, -0.01, 0.01], [0.00, 0.01, 0.01], [-0.01, -0.01, -0.02], [-0.01, 0.00, 0.00], [0.01, -0.01, 0.01], [0.00, -0.01, 0.00], [0.01, -0.01, -0.01]],
  "max_force_ev_per_a": 0.8,
  "lumo_ha": 0.078,
  "charge": -1,
  "orbital_gap_ev": 5.670,
  "e_homo_ev": -3.6,
  "de_lowest_ev": 0.413
}

---

No. 2
{
  "formula": "BH3S3",
  "method": "ωB97M-V with the def2-TZVPD basis set",
  "elements": ["S", "S", "S", "B", "H", "H", "H"],
  "xyz": [[0.7729, -0.1350, -2.5456], [-0.8688, 0.9337, 0.0201], [1.3975, -1.5101, 0.3641], [0.4077, -0.1815, -0.3893], [1.7581, -1.1399, -2.8464], [0.4685, -1.5948, 1.3729], [-0.8080, 0.7554, 1.3506]],
  "forces_ev_per_angstrom": [[0.61, -0.75, 1.95], [-0.32, 0.35, 0.34], [-1.48, 0.83, 0.64], [1.84, -1.52, -3.75], [-1.41, 1.27, 1.00], [0.80, -0.17, -0.20], [-0.03, -0.01, 0.01]],
  "max_force_ev_per_a": 4.4,
  "lumo_ha": 0.003,
  "orbital_gap_ev": 9.185,
  "e_homo_ev": -9.1,
  "de_lowest_ev": 0.717
}

---

No. 3
{
  "formula": "C9H14",
  "method": "ωB97M-V with the def2-TZVPD basis set",
  "elements": ["C", "C", "C", "C", "C", "C", "C", "C", "C", "H", "H", "H", "H", "H", "H", "H", "H", "H", "H", "H", "H", "H", "H"],
  "xyz": [[0.8999, 1.4261, -1.0398], [-3.5341, -0.3979, 0.2946], [0.9808, 0.0283, -1.2663], [-3.0441, 0.6591, 1.2553], [2.2317, -0.3895, 0.7622], [1.9046, 0.9294, 1.0853], [1.7491, -0.8175, -0.4975], [2.1250, -2.1284, -1.1424], [1.4253, 1.8389, 0.1549], [2.5454, -2.8896, -0.5395], [2.3971, 1.3391, 2.0411], [0.4756, -0.3193, -2.1658], [2.9858, -0.9370, 1.3172], [2.9349, -1.8105, -1.8365], [-3.7983, 0.0602, -0.6762], [1.7051, 2.8880, 0.2506], [-3.7107, 1.0060, 2.0341], [0.4444, 2.0597, -1.8046], [-2.8024, -1.1992, 0.1638], [-2.0759, 0.4629, 1.7335], [1.2986, -2.6317, -1.6206], [-4.3882, -0.8005, 0.7425], [-2.7495, 1.6235, 0.7542]],
  "forces_ev_per_angstrom": [[-0.25, -2.12, -0.12], [0.86, 0.77, -0.52], [-0.80, 1.58, -0.83], [2.00, 2.35, -0.19], [-0.90, 0.88, -1.61], [2.68, 0.41, 1.91], [0.03, -0.94, 0.97], [0.71, 0.94, -0.57], [0.41, 1.23, 0.01], [0.55, -0.43, 1.22], [-1.00, -0.52, -1.50], [0.38, -0.31, 0.04], [-0.52, -0.20, 0.21], [-0.66, -0.75, -0.13], [0.10, -0.48, 0.40], [-0.72, -0.03, 0.61], [-0.47, -0.41, 0.13], [0.29, -0.02, 0.44], [-0.10, 0.18, -0.18], [-0.32, -0.61, 0.13], [-0.25, 0.28, -0.63], [-1.50, -1.00, 0.24], [-0.52, -0.79, -0.02]],
  "max_force_ev_per_a": 3.3,
  "lumo_ha": 0.036,
  "orbital_gap_ev": 9.918,
  "e_homo_ev": -8.9,
  "de_lowest_ev": 1.264
}

---

No. 4
{
  "formula": "C36H34Cl2N6O17P2S2",
  "method": "ωB97M-V with the def2-TZVPD basis set",
  "elements": ["Cl", "Cl", "S", "S", "P", "P", "O", "O", "O", "O", "O", "O", "O", "O", "O", "O", "O", "O", "O", "O", "O", "O", "O", "N", "N", "N", "N", "N", "N", "C", "C", "C", "C", "C", "C", "C", "C", "C", "C", "C", "C", "C", "C", "C", "C", "C", "C", "C", "C", "C", "C", "C", "C", "C", "C", "C", "C", "C", "C", "C", "C", "C", "C", "C", "C", "H", "H", "H", "H", "H", "H", "H", "H", "H", "H", "H", "H", "H", "H", "H", "H", "H", "H", "H", "H", "H", "H", "H", "H", "H", "H", "H", "H", "H", "H", "H", "H", "H", "H"],
  "xyz": [[1.0304, -1.0608, -1.4852], [-1.8251, -2.2416, -2.6675], [-3.4468, 2.3490, 0.0582], [-4.1252, -0.6594, 1.9903], [-3.7691, 1.0006, -1.3303], [-3.6871, -3.4614, -0.2202], [-2.4831, -4.5947, -0.5820], [-5.4839, -0.9300, -3.7064], [-3.6966, 0.5126, 2.7580], [-4.9235, -0.4493, 0.5397], [-1.0554, -6.1140, 5.7963], [1.2864, 2.6410, -3.4575], [0.3757, 0.6914, -3.6512], [3.6998, -0.9332, -0.0676], [-4.4998, -3.8357, 1.2113], [6.4732, 4.2125, -5.3136], [6.8648, 2.7247, -6.8309], [-2.8541, -1.5277, 1.3676], [-1.0790, -5.7960, 7.9338], [-3.5211, 7.0983, -0.1052], [-5.1228, -1.3857, 2.8356], [5.6082, -1.8718, -0.4562], [-4.4519, 5.2288, -0.6625], [4.5867, -1.7271, 0.1993], [1.1491, 1.5644, -4.0153], [-5.0062, -1.6513, -1.4205], [-1.4527, -5.5414, 6.7995], [-4.3083, 6.1836, 0.0835], [6.8961, 3.1269, -5.6771], [8.6271, 0.6041, -2.7535], [5.2605, -4.2272, 2.8989], [3.1049, -3.2190, 3.2921], [-5.8461, 7.3849, 3.2742], [-2.9103, -3.7887, 7.7458], [4.1074, -4.1068, 3.6671], [4.4152, -2.5623, 1.3920], [-0.6352, -0.4922, -0.9044], [-2.9273, -4.1840, 5.3576], [2.8930, 2.2485, -5.6212], [-3.8890, -3.1925, 5.2031], [-0.3939, 0.1670, 0.5186], [8.0076, 1.0166, -5.0433], [-1.5486, -1.7873, -0.8984], [-2.4491, -4.4790, 6.6304], [-5.0371, 7.3268, 2.1464], [3.2560, -2.4414, 2.1507], [2.6268, -0.1714, -6.9790], [8.0910, 1.8313, -2.3792], [-6.8383, 5.2681, 2.6810], [-4.3598, -2.5031, 6.3154], [-6.0347, 5.2039, 1.5495], [5.4180, -3.4552, 1.7545], [-2.9092, -1.6648, -0.0947], [-3.8692, -2.7968, 7.5835], [7.5160, 2.6594, -3.3347], [-5.1000, -1.2893, -2.6434], [7.4827, 2.2471, -4.6624], [3.6886, 1.9797, -6.7277], [8.5833, 0.1958, -4.0821], [3.5575, 0.7711, -7.4030], [-4.1187, -0.7374, -0.6503], [-5.1423, 6.2376, 1.2882], [1.8293, 0.0883, -5.8714], [1.9720, 1.2963, -5.1973], [-6.7467, 6.3587, 3.5388], [9.0012, -0.7625, -4.3687], [9.0823, -0.0371, -2.0060], [-1.1117, 0.9979, 0.7778], [-2.5375, -4.0113, 8.7385], [-0.3901, -0.5984, 1.3483], [-5.1145, -1.7330, 6.1929], [-5.7772, 8.2325, 3.9467], [1.1099, -0.6545, -5.5474], [3.9899, -4.7072, 4.5632], [7.9787, 0.6884, -6.0754], [0.6406, 0.6465, 0.4802], [4.4146, 2.7117, -7.0627], [2.2065, -3.1309, 3.8925], [-7.3811, 6.4098, 4.4177], [-4.9978, 1.4146, -1.9680], [2.4698, -1.7505, 1.8691], [-2.7818, 1.0288, -2.3705], [-4.3390, 8.1316, 1.9499], [-4.2736, -2.9516, 4.2139], [4.1850, 0.5624, -8.2633], [-0.9368, 0.3098, -1.6344], [-6.1162, 4.3507, 0.8862], [6.0387, -4.9218, 3.1945], [-7.5396, 4.4690, 2.8931], [2.5262, -1.1111, -7.5103], [7.1039, 3.6147, -3.0324], [6.3202, -3.5571, 1.1636], [-5.4623, -3.8311, 1.0312], [8.1248, 2.1438, -1.3418], [-4.2380, -2.2540, 8.4465], [3.0042, 3.1933, -5.1027], [-0.9388, -2.5964, -0.3752], [-2.5548, -4.9213, -1.4976], [-2.5664, -4.7150, 4.4849]],
  "forces_ev_per_angstrom": [[-1.05, 0.03, 0.39], [-0.24, 0.23, 1.42], [0.24, -0.92, -0.59], [-2.58, 0.41, 3.69], [-0.21, 2.47, 0.59], [-2.66, -2.53, -3.13], [0.30, 1.00, 1.89], [1.66, -1.35, 2.24], [0.34, -1.84, -2.85], [1.84, -0.16, 0.58], [-0.13, 0.24, 0.38], [-0.08, -0.47, -0.19], [0.04, 0.48, -0.39], [0.47, -0.30, 0.16], [1.86, 0.55, -0.33], [0.09, -0.44, -0.17], [0.02, 0.14, 0.40], [-0.66, 2.03, 0.06], [-0.13, 0.11, -0.43], [-0.31, -0.34, 0.12], [2.63, 0.53, -3.03], [-0.37, 0.02, 0.25], [-0.03, 0.48, 0.27], [0.04, 0.31, -0.40], [-0.19, 0.23, 0.34], [0.73, 3.30, -3.97], [0.31, -0.33, 0.06], [0.32, -0.01, -0.47], [-0.13, 0.27, -0.23], [0.00, 0.01, 0.00], [-0.19, 0.13, -0.02], [0.20, -0.05, -0.08], [-0.06, -0.19, -0.10], [0.02, 0.01, 0.20], [0.00, -0.01, 0.01], [-0.07, -0.40, 0.57], [0.52, 0.32, 0.65], [0.01, -0.03, -0.11], [0.05, 0.13, 0.07], [0.02, -0.01, 0.02], [0.69, 0.14, 0.05], [0.02, -0.10, -0.14], [1.13, 1.43, 1.23], [-0.47, 0.48, -0.11], [0.07, 0.14, 0.02], [-0.15, 0.09, 0.01], [0.07, 0.21, 0.07], [0.03, -0.11, -0.20], [0.12, 0.20, 0.01], [0.00, 0.00, 0.03], [-0.07, -0.15, -0.08], [0.14, -0.05, -0.03], [-0.62, -1.93, 0.22], [0.03, -0.08, -0.22], [-0.04, 0.14, 0.10], [-2.50, 0.32, 0.79], [0.30, -0.42, 0.47], [-0.11, -0.10, 0.00], [-0.07, 0.18, 0.11], [-0.02, -0.03, 0.02], [-0.15, -1.78, 1.36], [-0.41, 0.03, 0.59], [-0.09, -0.16, 0.01], [0.41, -0.18, -0.53], [0.00, -0.01, 0.00], [-0.06, 0.10, -0.01], [-0.07, 0.05, -0.07], [0.46, -1.12, -0.46], [0.07, -0.12, -0.19], [0.00, 0.75, -0.93], [0.09, -0.06, -0.03], [0.03, -0.07, -0.09], [0.04, 0.20, 0.13], [0.00, 0.05, -0.09], [-0.08, 0.21, 0.07], [-1.39, -0.67, 0.07], [-0.09, -0.05, 0.05], [0.07, 0.01, -0.09], [0.07, -0.01, -0.08], [0.62, -1.03, -0.04], [0.20, -0.01, -0.14], [-0.62, -0.70, 0.29], [-0.02, -0.19, -0.15], [0.12, -0.12, 0.26], [-0.05, 0.04, 0.08], [0.25, -1.11, 0.62], [0.18, 0.17, -0.04], [-0.06, 0.07, -0.07], [0.09, 0.05, -0.06], [-0.03, 0.07, 0.08], [0.00, -0.08, -0.22], [-0.17, 0.16, -0.06], [0.84, 0.03, -0.18], [-0.04, 0.00, -0.11], [0.07, -0.08, -0.05], [-0.14, -0.16, 0.07], [-0.89, 0.85, -1.02], [-0.45, 0.52, 0.60], [0.05, -0.06, 0.21]],
  "max_force_ev_per_a": 5.2,
  "lumo_ha": -0.022,
  "orbital_gap_ev": 7.522,
  "e_homo_ev": -8.1
}